Record 1
Below is a structure of composition C2H4Cl2S, with properties calculated with ωB97M-V with the def2-TZVPD basis set.

HOMO (alpha / beta) = -8.4 / -9.5 eV
lowest unoccupied orbital energy (alpha / beta) = -1.72 / -0.49 eV
relative energy (zero: lowest compared OMol25 entry of this formula, charge and spin) = 67.3 kcal per mole
frontier orbital gap (alpha / beta) = 6.6363 / 9.0316 eV

The geometry in ORCA input format:
```
! RIJCOSX wB97M-V def2-TZVPD def2/J DEFGRID3
* xyz 0 1
C -1.13019 -0.58443 0.12132
C 0.26180 -1.06156 0.36384
S 2.13062 2.37422 -0.61445
Cl 0.75536 -2.48596 -0.43148
Cl 1.41374 0.13128 0.66512
H -1.22774 -0.18396 -0.89292
H -1.84341 -1.39632 0.23041
H -1.37152 0.21388 0.81977
H 1.01135 2.99285 -0.26160
*
```

***

Record 2
Below is a structure of composition C2H4Cl4F6O4P2V, with properties calculated with ωB97M-V with the def2-TZVPD basis set.

HOMO (alpha / beta) = -4.5 / -4.1 eV
lowest unoccupied orbital energy (alpha / beta) = 2.09 / 2.08 eV
frontier orbital gap (alpha / beta) = 6.6076 / 6.2031 eV

The geometry in ORCA input format:
```
! RIJCOSX wB97M-V def2-TZVPD def2/J DEFGRID3
* xyz -1 5
V 0.84874 0.48864 -0.14549
P 3.07313 1.35185 -1.06427
O 2.51903 -0.04818 -1.36987
O 2.93423 0.56902 0.29815
O 2.08043 2.18131 -0.19211
O 4.53762 1.69303 -0.69607
P 0.58618 -2.31396 0.95266
F -0.15992 -3.64579 0.35978
F -0.32698 -1.27439 0.04751
F -0.53148 -2.25228 2.12161
F 1.30838 -0.90202 1.48501
F 1.65811 -3.10029 1.78837
F 1.72245 -2.38294 -0.23520
C -2.34045 0.87296 2.76506
Cl -1.72707 0.14569 4.28140
Cl -1.15747 1.09754 1.50926
H -3.20705 0.31212 2.41497
H -2.67725 1.88929 2.96932
C -1.83175 1.13593 -3.60166
Cl -2.85265 -0.19879 -2.93531
Cl -0.54911 1.57822 -2.40969
H -1.40971 0.82399 -4.55700
H -2.49741 1.97906 -3.78643
*
```

***

Record 3
Below is a structure of composition C2H4Cl4OP2, with properties calculated with ωB97M-V with the def2-TZVPD basis set.

HOMO = -9.0 eV
lowest unoccupied orbital energy = -0.76 eV
relative energy (zero: lowest compared OMol25 entry of this formula, charge and spin) = 44.9 kcal per mole
frontier orbital gap = 8.2642 eV

The geometry in ORCA input format:
```
! RIJCOSX wB97M-V def2-TZVPD def2/J DEFGRID3
* xyz 0 1
C -1.84935 -0.19195 1.96259
C 2.92712 0.41960 -1.57480
O -2.23361 -1.87122 -0.27692
P -2.23086 -0.57633 0.40008
P 1.51176 0.20349 -0.70320
Cl 1.30850 -1.70201 -0.11230
Cl -3.67009 0.63706 -0.22644
Cl 1.54910 1.34895 0.84186
Cl -0.59257 0.55900 -1.38265
H -2.02954 0.74997 2.40325
H -1.02528 -0.81459 2.49568
H 3.22097 -0.23133 -2.42187
H 3.11386 1.46935 -1.40530
*
```

***

Record 4
Below is an isolated molecule of C2H4ClFN2, with properties calculated with ωB97M-V with the def2-TZVPD basis set.

HOMO = -8.9 eV
lowest unoccupied orbital energy = 0.52 eV
relative energy (zero: lowest compared OMol25 entry of this formula, charge and spin) = 90.4 kcal per mole
frontier orbital gap = 9.4014 eV

The geometry in ORCA input format:
```
! RIJCOSX wB97M-V def2-TZVPD def2/J DEFGRID3
* xyz 0 1
C -0.06851 -0.82581 0.53747
C -1.10540 0.22239 0.55289
H 1.21231 1.39024 -0.83478
H 2.38893 -0.23784 -1.40306
H -0.34919 -1.70687 1.24374
H -1.79433 0.32776 1.35166
N 1.52444 0.44234 -0.83653
N 1.16544 -0.81715 -0.05647
F -0.78081 1.51477 0.18148
Cl -2.19289 -0.30983 -0.73640
*
```

***

Record 5
Below is a cluster of 2 separate species, C2H4ClFO2 in total, with properties calculated with ωB97M-V with the def2-TZVPD basis set.

HOMO (alpha / beta) = -7.8 / -8.0 eV
lowest unoccupied orbital energy (alpha / beta) = 0.34 / 0.50 eV
relative energy (zero: lowest compared OMol25 entry of this formula, charge and spin) = 99.7 kcal per mole
frontier orbital gap (alpha / beta) = 8.1659 / 8.4820 eV

The geometry in ORCA input format:
```
! RIJCOSX wB97M-V def2-TZVPD def2/J DEFGRID3
* xyz 0 1
C 1.47083 0.05100 -0.55078
C 0.27094 -1.65576 0.33900
O -2.32065 0.10355 -0.51573
O 0.39302 -0.49950 -0.20205
F 1.48474 -2.36026 0.49243
Cl -1.00269 -2.71623 -0.05290
H -2.96569 0.91622 -0.41925
H 1.56766 1.15275 -0.80207
H 2.38576 -0.40674 -0.23315
H -2.64804 -0.34317 -1.35958
*
```

***

Record 6
Below is a cluster of 2 separate species, C2H4ClFO2 in total, with properties calculated with ωB97M-V with the def2-TZVPD basis set.

HOMO (alpha / beta) = -8.5 / -8.3 eV
lowest unoccupied orbital energy (alpha / beta) = 0.16 / 0.08 eV
relative energy (zero: lowest compared OMol25 entry of this formula, charge and spin) = 95.6 kcal per mole
frontier orbital gap (alpha / beta) = 8.6186 / 8.3700 eV

The geometry in ORCA input format:
```
! RIJCOSX wB97M-V def2-TZVPD def2/J DEFGRID3
* xyz 0 1
C -0.09212 2.19700 0.33462
C 0.30875 0.19598 1.36353
O 0.10965 -3.08019 0.11514
O 0.62499 1.41163 1.09570
F -0.89585 -0.31470 0.89219
Cl 0.79114 -0.46091 2.92404
H -0.38711 -2.91966 0.99402
H 0.61074 2.91868 -0.14435
H -1.15662 2.08685 0.20808
H -0.16381 -2.40113 -0.52702
*
```

***

Record 7
Below is a cluster of 2 separate species, C2H4ClFO2 in total, with properties calculated with ωB97M-V with the def2-TZVPD basis set.

HOMO (alpha / beta) = -5.8 / -11.4 eV
lowest unoccupied orbital energy (alpha / beta) = 0.80 / -1.08 eV
relative energy (zero: lowest compared OMol25 entry of this formula, charge and spin) = 20.0 kcal per mole
frontier orbital gap (alpha / beta) = 6.5996 / 10.3446 eV

The geometry in ORCA input format:
```
! RIJCOSX wB97M-V def2-TZVPD def2/J DEFGRID3
* xyz 0 3
C 0.32585 0.24125 1.15318
C -0.54719 0.10114 -0.95213
O 1.56207 0.56478 0.83272
O -1.52987 -0.78081 -1.00657
F 0.08363 -1.04107 1.41592
Cl 0.86872 -0.27743 -1.91823
H -0.14744 1.10376 1.67874
H -0.94689 1.18344 -1.17749
H 2.01449 0.10722 0.14003
H -1.68338 -1.20229 -0.16617
*
```

***

Record 8
Below is a cluster of 2 separate species, C2H4ClI in total, with properties calculated with ωB97M-V with the def2-TZVPD basis set.

HOMO = -9.8 eV
lowest unoccupied orbital energy = 0.52 eV
relative energy (zero: lowest compared OMol25 entry of this formula, charge and spin) = 19.5 kcal per mole
frontier orbital gap = 10.2744 eV

The geometry in ORCA input format:
```
! RIJCOSX wB97M-V def2-TZVPD def2/J DEFGRID3
* xyz 0 1
C 0.75588 -0.41017 -0.09507
C 1.71268 0.48051 -0.25760
Cl 2.71095 1.01834 1.03976
I -3.28758 -0.78391 0.67327
H 0.11724 -0.60028 -1.01514
H 0.56960 -0.97723 0.82986
H -4.30894 0.24225 -0.02577
H 1.73018 1.03050 -1.14933
*
```

***

Record 9
Below is a cluster of 2 separate species, C2H4ClN in total, with properties calculated with ωB97M-V with the def2-TZVPD basis set.

HOMO (alpha / beta) = -8.5 / -8.6 eV
lowest unoccupied orbital energy (alpha / beta) = -0.58 / -0.69 eV
relative energy (zero: lowest compared OMol25 entry of this formula, charge and spin) = 167.8 kcal per mole
frontier orbital gap (alpha / beta) = 7.9510 / 7.9093 eV

The geometry in ORCA input format:
```
! RIJCOSX wB97M-V def2-TZVPD def2/J DEFGRID3
* xyz 0 1
C -0.19204 0.20985 0.43670
C 1.00046 0.80306 -0.16351
N -1.25126 -2.47646 -0.23023
Cl -1.54340 1.14410 0.50444
H 0.98168 1.88769 -0.29944
H 1.08460 0.31529 -1.14219
H 1.87908 0.48658 0.39482
H -1.95912 -2.37012 0.49941
*
```

***

Record 10
Below is the ion C2H4ClN2 with charge +1, with properties calculated with ωB97M-V with the def2-TZVPD basis set.

HOMO = -15.9 eV
lowest unoccupied orbital energy = -6.11 eV
relative energy (zero: lowest compared OMol25 entry of this formula, charge and spin) = 21.3 kcal per mole
frontier orbital gap = 9.7602 eV

The geometry in ORCA input format:
```
! RIJCOSX wB97M-V def2-TZVPD def2/J DEFGRID3
* xyz 1 1
C 0.56235 0.22912 -0.32686
C -0.19065 -0.90858 0.45235
N -0.33360 2.50027 0.19493
N 0.06368 1.49711 -0.09141
Cl -1.92050 -0.77057 -0.06737
H 1.63902 0.33283 -0.34884
H 0.16593 -0.05668 -1.35527
H -0.22078 -0.89133 1.51169
H 0.23454 -1.93217 0.03078
*
```

***

Across the entries above, DFT total energy takes the values -1397.06606, -4446.39102, -2677.31544, -748.03068, -788.98348, -788.99013, -788.94486, -836.44702, -593.27375, -647.96997 Eh, respectively.